No. 1
{
  "formula": "C8H19NOP",
  "method": "the ωB97M-V functional and the def2-TZVPD basis",
  "homo_energy_ev": -13.2462,
  "total_charge": 1,
  "homo_lumo_gap_ev": 10.2134,
  "de_lowest_kj_mol": 175.7,
  "smiles": "CC1(C)[NH2+]CC[C@H]1P(C)(C)=O",
  "species": ["C", "C", "C", "C", "C", "C", "C", "C", "N", "O", "P", "H", "H", "H", "H", "H", "H", "H", "H", "H", "H", "H", "H", "H", "H", "H", "H", "H", "H", "H"],
  "xyz": [[-0.331, 1.740, -0.403], [-1.760, 1.643, 0.224], [0.088, 0.336, -0.730], [-1.142, -0.694, -0.090], [-0.909, -1.215, 1.347], [-1.486, -1.876, -1.083], [3.026, 0.502, -1.108], [2.098, 0.206, 1.508], [-2.255, 0.279, -0.167], [1.397, -1.796, -0.296], [1.727, -0.373, -0.175], [-0.468, 2.391, -1.273], [0.420, 2.386, 0.297], [-1.757, 1.735, 1.405], [-2.521, 2.513, 0.122], [0.160, 0.160, -1.850], [-0.827, -0.539, 2.241], [0.156, -1.817, 1.382], [-1.700, -1.980, 1.510], [-0.756, -2.070, -1.867], [-2.473, -1.810, -1.609], [-1.616, -2.905, -0.657], [3.634, 1.053, -0.294], [3.696, -0.215, -1.611], [2.333, 1.047, -1.768], [2.826, 1.142, 1.478], [1.211, 0.215, 2.192], [2.632, -0.630, 1.899], [-2.986, 0.114, 0.536], [-2.418, 0.461, -1.160]],
  "nbo_charge": [-0.4689, -0.2581, -0.5976, 0.1805, -0.7216, -0.6686, -1.0045, -1.0535, -0.5504, -1.0981, 1.9719, 0.2404, 0.2566, 0.2309, 0.2650, 0.2559, 0.2336, 0.3163, 0.2398, 0.2628, 0.2200, 0.2584, 0.2631, 0.2830, 0.2475, 0.2584, 0.2536, 0.2722, 0.4627, 0.4490]
}

***

No. 2
{
  "formula": "C39H116N12O22",
  "method": "the ωB97M-V functional and the def2-TZVPD basis",
  "homo_energy_ev": -8.6670,
  "total_charge": 0,
  "homo_lumo_gap_ev": 8.8653,
  "de_lowest_kj_mol": 0.0,
  "species": ["C", "O", "N", "N", "H", "H", "H", "H", "C", "O", "N", "N", "H", "H", "H", "H", "C", "O", "N", "N", "H", "H", "H", "H", "C", "O", "C", "C", "N", "C", "C", "O", "C", "H", "H", "H", "H", "H", "H", "H", "H", "H", "H", "H", "H", "H", "H", "H", "C", "O", "C", "C", "N", "C", "C", "O", "C", "H", "H", "H", "H", "H", "H", "H", "H", "H", "H", "H", "H", "H", "H", "H", "C", "O", "C", "C", "N", "C", "C", "O", "C", "H", "H", "H", "H", "H", "H", "H", "H", "H", "H", "H", "H", "H", "H", "H", "C", "O", "C", "C", "N", "C", "C", "O", "C", "H", "H", "H", "H", "H", "H", "H", "H", "H", "H", "H", "H", "H", "H", "H", "C", "O", "C", "C", "N", "C", "C", "O", "C", "H", "H", "H", "H", "H", "H", "H", "H", "H", "H", "H", "H", "H", "H", "H", "C", "O", "C", "C", "N", "C", "C", "O", "C", "H", "H", "H", "H", "H", "H", "H", "H", "H", "H", "H", "H", "H", "H", "H", "O", "H", "H", "O", "H", "H", "O", "H", "H", "O", "H", "H", "O", "H", "H", "O", "H", "H", "O", "H", "H"],
  "xyz": [[-6.926, -9.723, -21.731], [-7.625, -10.652, -21.322], [-6.175, -8.944, -20.906], [-6.931, -9.331, -23.036], [-5.672, -8.141, -21.290], [-6.183, -9.144, -19.924], [-7.244, -9.979, -23.734], [-6.473, -8.496, -23.338], [-0.725, -16.593, -19.508], [-1.894, -16.510, -19.105], [-0.404, -16.560, -20.818], [0.333, -16.688, -18.652], [-1.096, -16.417, -21.536], [0.544, -16.695, -21.115], [1.262, -16.603, -19.017], [0.177, -16.671, -17.663], [0.097, -15.734, -24.575], [-0.087, -16.903, -24.219], [1.240, -15.332, -25.203], [-0.778, -14.738, -24.284], [1.244, -14.417, -25.624], [1.866, -16.072, -25.464], [-1.584, -15.000, -23.724], [-0.612, -13.794, -24.587], [3.625, -9.701, -24.259], [2.229, -9.899, -24.338], [1.871, -11.201, -24.739], [0.403, -11.172, -25.111], [-0.045, -12.310, -25.889], [0.375, -12.223, -27.289], [-0.260, -13.396, -28.040], [-1.642, -13.316, -27.884], [-2.330, -14.460, -28.360], [3.812, -8.650, -24.039], [4.080, -9.899, -25.235], [4.045, -10.317, -23.459], [2.026, -11.878, -23.890], [2.508, -11.566, -25.555], [0.185, -10.208, -25.598], [-0.114, -11.150, -24.145], [-1.055, -12.383, -25.875], [1.451, -12.301, -27.435], [-0.022, -11.279, -27.684], [0.203, -14.309, -27.639], [0.122, -13.374, -29.072], [-3.408, -14.327, -28.311], [-2.057, -15.412, -27.899], [-2.111, -14.509, -29.437], [-5.659, -12.953, -27.671], [-5.547, -14.212, -27.017], [-4.910, -14.095, -25.764], [-5.663, -13.330, -24.681], [-7.012, -13.814, -24.482], [-7.756, -13.196, -23.387], [-9.184, -13.658, -23.391], [-9.895, -13.031, -24.446], [-11.201, -13.544, -24.604], [-6.476, -12.333, -27.295], [-5.958, -13.207, -28.691], [-4.690, -12.453, -27.724], [-3.882, -13.715, -25.844], [-4.702, -15.093, -25.361], [-5.672, -12.283, -25.038], [-5.079, -13.348, -23.759], [-7.546, -13.744, -25.340], [-7.699, -12.106, -23.482], [-7.336, -13.447, -22.414], [-9.686, -13.455, -22.436], [-9.236, -14.749, -23.500], [-11.588, -13.255, -25.579], [-11.805, -13.142, -23.785], [-11.215, -14.640, -24.597], [-3.059, -10.659, -25.985], [-3.004, -11.309, -24.726], [-3.098, -10.321, -23.694], [-3.126, -11.110, -22.375], [-2.036, -12.094, -22.239], [-2.204, -13.015, -21.082], [-3.183, -14.148, -21.300], [-2.789, -14.867, -22.456], [-3.586, -16.005, -22.713], [-2.344, -9.835, -26.091], [-4.073, -10.337, -26.241], [-2.730, -11.441, -26.675], [-3.977, -9.696, -23.873], [-2.159, -9.755, -23.716], [-4.129, -11.440, -22.078], [-2.933, -10.327, -21.627], [-2.153, -12.659, -23.079], [-2.527, -12.435, -20.212], [-1.200, -13.373, -20.848], [-4.183, -13.722, -21.420], [-3.091, -14.806, -20.430], [-3.623, -16.703, -21.874], [-3.257, -16.533, -23.609], [-4.631, -15.742, -22.918], [-1.091, -8.637, -20.581], [-2.026, -7.957, -21.400], [-2.712, -6.948, -20.662], [-3.490, -6.140, -21.692], [-4.481, -6.969, -22.412], [-5.211, -6.141, -23.376], [-4.559, -5.887, -24.736], [-4.460, -7.159, -25.365], [-3.773, -7.121, -26.594], [-0.852, -9.591, -21.040], [-1.487, -8.940, -19.601], [-0.210, -8.024, -20.377], [-1.946, -6.408, -20.101], [-3.463, -7.401, -20.001], [-2.771, -5.650, -22.358], [-4.000, -5.353, -21.127], [-3.851, -7.607, -22.902], [-5.488, -5.214, -22.876], [-6.138, -6.645, -23.657], [-3.608, -5.353, -24.664], [-5.290, -5.324, -25.325], [-2.725, -6.854, -26.418], [-4.187, -6.380, -27.292], [-3.868, -8.089, -27.078], [-1.547, -4.932, -30.195], [-0.624, -5.991, -30.072], [-0.678, -6.613, -28.810], [0.003, -7.987, -28.974], [-0.752, -8.826, -29.892], [-1.849, -9.570, -29.290], [-2.236, -10.746, -30.177], [-2.733, -10.195, -31.390], [-2.748, -11.149, -32.452], [-2.571, -5.262, -29.996], [-1.542, -4.545, -31.214], [-1.270, -4.104, -29.536], [-1.716, -6.783, -28.500], [-0.143, -6.018, -28.070], [0.179, -8.378, -27.969], [0.985, -7.830, -29.426], [-1.133, -8.257, -30.637], [-2.681, -8.879, -29.099], [-1.509, -10.028, -28.358], [-3.049, -11.347, -29.742], [-1.417, -11.456, -30.333], [-1.758, -11.116, -32.912], [-3.497, -10.795, -33.158], [-3.011, -12.155, -32.120], [2.828, -5.580, -32.002], [2.912, -6.275, -30.768], [2.713, -5.392, -29.690], [3.248, -5.952, -28.356], [2.377, -5.724, -27.235], [2.785, -6.456, -26.063], [1.767, -6.428, -24.932], [0.467, -6.795, -25.379], [-0.239, -7.455, -24.349], [1.886, -5.030, -32.078], [2.841, -6.353, -32.771], [3.691, -4.924, -32.136], [1.637, -5.184, -29.593], [3.156, -4.400, -29.838], [4.245, -5.512, -28.268], [3.429, -7.023, -28.550], [1.395, -5.800, -27.441], [3.609, -5.890, -25.606], [3.111, -7.491, -26.232], [1.678, -5.407, -24.539], [2.152, -7.070, -24.136], [-1.218, -7.759, -24.728], [-0.499, -6.770, -23.527], [0.336, -8.286, -23.937], [0.445, -12.505, -18.591], [-0.190, -13.197, -18.367], [0.955, -12.365, -17.787], [-3.668, -15.350, -17.306], [-2.956, -15.850, -17.744], [-4.426, -15.445, -17.893], [0.553, -11.507, -21.188], [-0.330, -11.595, -21.609], [0.443, -11.900, -20.300], [-6.268, -12.937, -20.370], [-5.568, -12.514, -19.863], [-6.907, -12.224, -20.540], [-3.740, -18.728, -20.509], [-2.952, -18.245, -20.223], [-4.016, -19.226, -19.732], [-6.294, -17.462, -20.895], [-5.377, -17.771, -20.855], [-6.481, -17.377, -21.844], [-7.074, -16.512, -23.558], [-7.439, -16.968, -24.322], [-6.957, -15.575, -23.848]],
  "mulliken_charge": [0.5363, -0.7520, -0.2549, -0.2780, 0.2845, 0.2009, 0.1607, 0.0687, 0.5766, -0.6117, -0.0883, -0.4693, -0.0067, 0.1968, 0.1497, 0.2415, 0.4953, -0.7424, -0.3159, 0.6147, 0.0334, 0.2484, 0.0601, -0.1844, -1.1193, 0.0066, -1.0619, 1.1543, 1.8138, -0.1913, -1.2110, 0.5372, -0.9627, 0.2794, 0.4314, 0.2635, 0.3527, 0.4029, -0.4699, -0.9992, -0.8207, 0.4308, -0.6269, 0.3742, 0.6173, 0.1238, 0.2904, 0.3189, -0.4454, -0.5352, 0.3571, 0.0019, 0.0036, 0.9227, -1.0072, -0.3189, -0.7762, 0.3065, 0.3370, -0.0524, -0.3443, 0.1700, 0.5210, -0.6967, 0.2898, -0.5102, -0.0949, 0.5407, 0.3261, 0.2453, 0.2885, 0.3166, -0.6115, 1.1027, 0.7080, -1.6413, 2.2941, -0.8015, 0.1548, -0.2145, -0.1331, -0.4014, 0.8056, -0.5819, 0.4246, -0.8553, -0.3924, 0.7848, -1.0031, 0.4585, 0.2107, -0.2801, 0.2118, -0.2239, 0.3749, -0.0886, -1.1358, 0.3401, -0.8108, -0.7806, 0.6445, -0.9820, -0.5052, -0.1484, -0.7642, 0.3486, 0.3435, 0.3618, 0.4650, 0.3048, 0.2904, 0.5020, -0.6079, 0.5418, 0.2313, 0.3277, 0.4740, 0.2096, 0.5672, 0.1210, -0.8828, -0.3411, -0.3240, 0.0042, -0.3317, 1.1855, -0.6821, -0.4199, -0.7826, 0.2788, 0.2859, 0.3350, -0.1079, 0.8154, -0.5056, 0.4394, 0.3170, 0.2538, -0.7396, 0.2276, 0.3136, 0.2995, 0.2731, 0.2841, -0.7338, -0.3504, -0.0560, -0.7148, -0.2877, -0.8791, -0.4468, -0.2075, -0.3250, 0.2435, 0.2680, 0.3269, -0.1041, 0.5673, 0.3934, 0.2942, 0.1953, 0.3052, 0.3316, 0.3402, 0.3518, -0.4033, 0.5178, 0.0907, -0.5556, 0.2613, 0.2463, -0.6801, 0.4524, 0.2905, -0.7579, 0.0469, 0.4119, -0.5976, 0.2942, 0.3554, -0.7443, 0.2609, 0.3087, -0.6645, 0.3488, 0.3328, -0.6824, 0.2244, 0.3511]
}

***

No. 3
{
  "formula": "C3H10NO4",
  "method": "the ωB97M-V functional and the def2-TZVPD basis",
  "homo_energy_ev": -4.2012,
  "total_charge": -1,
  "homo_lumo_gap_ev": 8.0926,
  "de_lowest_kj_mol": 249.0,
  "species": ["O", "C", "C", "N", "C", "O", "H", "H", "H", "H", "H", "H", "H", "H", "O", "H", "H", "O"],
  "xyz": [[-2.455, 0.901, 2.446], [-1.631, 0.912, 1.570], [-1.763, 0.021, 0.371], [-1.261, 0.507, -0.925], [0.258, 0.626, -0.902], [0.900, -0.301, -0.197], [-0.720, 1.525, 1.680], [-2.821, -0.180, 0.194], [-1.349, -0.937, 0.701], [-1.482, -0.181, -1.631], [0.555, 1.658, -0.673], [0.479, 0.576, -2.034], [0.504, -1.868, -0.251], [0.916, -2.572, -1.447], [0.492, -2.807, -0.623], [2.473, 0.395, 0.280], [3.745, 0.631, 1.024], [3.161, 1.095, 0.419]],
  "nbo_charge": [-0.5693, 0.4537, -0.3424, -0.6696, 0.1280, -0.9539, 0.1188, 0.1964, 0.2153, 0.3474, 0.1117, 0.0700, 0.5066, 0.4478, -1.0203, 0.5139, 0.4404, -0.9942]
}